1.
DFT (the ωB97M-V functional and the def2-TZVPD basis) results for a 3-piece molecular cluster, C3H7NOS overall in a non-equilibrium geometry.

Last columns: bonded neighbours and bond lengths (Å).
Element x y z (Å)
1 O 1.5364 1.4691 -0.9220  C8 1.302
2 N -0.8110 -0.6408 -1.1586  H10 1.068, H11 1.052, C13 1.454
3 H 1.6275 1.4269 1.4585  no bonds
4 S -1.4284 -3.4445 -0.5708  no bonds
5 H 1.9947 -0.2892 0.1639  C8 1.117
6 H -0.4213 2.0926 0.0946  C9 1.121
7 H -0.3008 -0.9585 0.8258  C13 1.124
8 C 1.2878 0.5540 -0.0305  O1 1.302, H5 1.117, C9 1.819, C13 1.593
9 C -0.1926 1.2338 0.7785  H6 1.121, C8 1.819, H12 1.145, C13 1.594
10 H -0.6583 -1.6706 -1.3952  N2 1.068
11 H -1.8548 -0.7637 -1.1065  N2 1.052
12 H -0.6528 1.1673 1.8247  C9 1.145
13 C -0.1264 -0.1764 0.0375  N2 1.454, H7 1.124, C8 1.593, C9 1.594

The calculation puts the HOMO-LUMO gap at 5.1507 eV. Its lowest unoccupied orbital energy is -3.78 eV. For the total energy, the calculation gives -17586.6942 eV. The highest occupied orbital energy comes out at -8.93 eV. The calculation puts the largest force on an atom at 4.845 eV/A.

Löwdin atomic charges, in units of e:
1 O -0.160
2 N 0.041
3 H 0.284
4 S 0.108
5 H 0.141
6 H 0.115
7 H 0.118
8 C -0.436
9 C 0.030
10 H -0.083
11 H 0.080
12 H 0.100
13 C -0.338

***

2.
DFT (the ωB97M-V functional and the def2-TZVPD basis) results for C3H7NOS in the gas phase in a non-equilibrium geometry.

Last columns: bonded neighbours and bond lengths (Å).
Element x y z (Å)
1 C -1.7498 -0.2755 0.4104  H2 1.127, H5 1.080, H7 1.142, C8 1.471
2 H -1.0440 -0.7476 1.1509  C1 1.127
3 S 1.7160 0.8168 0.0795  N9 1.712, O10 1.423, C13 1.749
4 H 2.5348 -1.0323 1.3195  N9 1.050
5 H -2.3470 0.3717 1.0358  C1 1.080
6 H 0.8860 -0.9980 1.0939  N9 1.006
7 H -2.4142 -1.1243 0.0322  C1 1.142
8 C -1.0757 0.4339 -0.6883  C1 1.471, H11 1.041, C13 1.362
9 N 1.7643 -0.7980 0.6451  S3 1.712, H4 1.050, H6 1.006
10 O 2.6850 0.8599 -0.9611  S3 1.423
11 H -1.7525 0.4322 -1.4794  C8 1.041
12 H 0.5661 1.2751 -1.7958  C13 1.122
13 C 0.2308 0.7861 -0.8427  S3 1.749, C8 1.362, H12 1.122

The calculation puts the HOMO-LUMO gap at 9.3024 eV. Its lowest unoccupied orbital energy is 0.49 eV. For the total energy, the calculation gives -17594.9250 eV. The highest occupied orbital energy comes out at -8.82 eV. The calculation puts the largest force on an atom at 3.206 eV/A.

Löwdin atomic charges, in units of e:
1 C -0.115
2 H 0.066
3 S 0.770
4 H 0.073
5 H 0.072
6 H -0.004
7 H 0.107
8 C -0.185
9 N -0.190
10 O -0.498
11 H 0.078
12 H 0.090
13 C -0.266

***

3.
DFT (the ωB97M-V functional and the def2-TZVPD basis) results for C3H7NOS in the gas phase in a non-equilibrium geometry.

Last columns: bonded neighbours and bond lengths (Å).
Element x y z (Å)
1 C 0.1257 -0.4667 0.0820  C2 1.526, C8 1.572, H10 1.087, N12 1.484
2 C -0.3575 0.9224 0.4890  C1 1.526, S4 1.839, H5 1.088, H13 1.090
3 H -2.5030 1.2131 -0.5437  S4 1.343
4 S -2.1802 0.9319 0.7294  C2 1.839, H3 1.343
5 H 0.1785 1.1661 1.4038  C2 1.088
6 H -0.0469 0.1685 -1.8179  N12 1.012
7 H 2.4310 -0.2478 0.1276  C8 1.104
8 C 1.5739 -0.7221 0.6364  C1 1.572, H7 1.104, O11 1.201
9 H -0.5407 -1.3763 -1.6859  N12 1.007
10 H -0.4293 -1.2945 0.5158  C1 1.087
11 O 1.6983 -1.2366 1.7144  C8 1.201
12 N 0.1594 -0.7205 -1.3798  C1 1.484, H6 1.012, H9 1.007
13 H -0.1092 1.6625 -0.2712  C2 1.090

The calculation puts the HOMO-LUMO gap at 9.8268 eV. Its lowest unoccupied orbital energy is 0.67 eV. For the total energy, the calculation gives -17596.4491 eV. The highest occupied orbital energy comes out at -9.16 eV. The calculation puts the largest force on an atom at 2.470 eV/A.

Löwdin atomic charges, in units of e:
1 C -0.437
2 C -0.509
3 H -0.152
4 S 0.707
5 H 0.076
6 H 0.057
7 H 0.125
8 C -0.223
9 H 0.067
10 H 0.123
11 O 0.053
12 N 0.039
13 H 0.075

***

4.
DFT (the ωB97M-V functional and the def2-TZVPD basis) results for an isolated ion of composition C3H7NOS and charge +1 in a non-equilibrium geometry.

Last columns: bonded neighbours and bond lengths (Å).
Element x y z (Å)
1 H 1.0331 -1.9030 0.2189  C5 1.085
2 H -0.4627 -1.4189 1.0348  C5 1.107
3 C -0.9406 0.4427 -0.7468  O4 1.210, N9 1.341, C11 1.531
4 O -1.7798 -0.4287 -0.7548  C3 1.210
5 C 0.5002 -1.0518 0.6301  H1 1.085, H2 1.107, S6 1.804, C11 1.512
6 S 1.3829 -0.6750 2.1581  C5 1.804, H7 1.349
7 H 1.6601 -1.9457 2.5174  S6 1.349
8 H 1.0800 0.9562 -0.0860  C11 1.085
9 N -1.1951 1.7247 -1.0465  C3 1.341, H12 1.008, H13 1.007
10 H 0.8860 -0.2594 -1.3230  C11 1.086
11 C 0.4991 0.0842 -0.3676  C3 1.531, C5 1.512, H8 1.085, H10 1.086
12 H -2.1474 2.0079 -1.2180  N9 1.008
13 H -0.5157 2.4669 -1.0165  N9 1.007

Its spin multiplicity is 2. The calculation puts the HOMO-LUMO gap (alpha / beta) at 9.8358 / 4.7846 eV. Its lowest unoccupied orbital energy (alpha / beta) is -4.22 / -9.17 eV. For the total energy, the calculation gives -17588.4952 eV. Its charge is +1. The highest occupied orbital energy (alpha / beta) comes out at -14.05 / -13.96 eV. The calculation puts the largest force on an atom at 1.233 eV/A.

Löwdin atomic charges, in units of e:
1 H 0.106
2 H 0.125
3 C -0.556
4 O 0.084
5 C -0.441
6 S 1.167
7 H -0.028
8 H 0.112
9 N 0.193
10 H 0.141
11 C -0.150
12 H 0.131
13 H 0.117